No. 1
This record from the Open Molecules 2025 dataset describes C4H3I3N2 as an isolated structure. The level of theory is the ωB97M-V functional and the def2-TZVPD basis.

Values from the calculation:
- Kohn-Sham gap (alpha / beta) (eV) = 6.934 / 6.935
- energy above the lowest of the compared OMol25 structures with the same formula, charge and spin (kcal per mole) = 32.75
- molar mass (g mol⁻¹) = 459.8

The geometry in ORCA input format:
```
! RIJCOSX wB97M-V def2-TZVPD def2/J DEFGRID3
* xyz 0 1
I -3.1745 -0.3800 -2.1100
I -2.9255 1.4381 0.8863
I -2.7494 -2.1368 0.9397
N 0.6185 -0.3773 1.2115
N 0.8101 0.1913 -0.9324
C 1.9718 0.4582 -0.2746
C 0.0674 -0.3517 0.0583
C -2.4622 -0.3107 -0.1627
C 1.9524 0.0232 1.0172
H 2.8077 0.9308 -0.7924
H 2.4624 0.0161 1.9646
H 0.6211 0.4986 -1.8055
*
```

***

No. 2
This record from the Open Molecules 2025 dataset describes C39H53FN9OS2Y as an isolated structure. The level of theory is the ωB97M-V functional and the def2-TZVPD basis.

Values from the calculation:
- Kohn-Sham gap (eV) = 7.444
- energy above the lowest of the compared OMol25 structures with the same formula, charge and spin (kcal per mole) = 34.29
- molar mass (g mol⁻¹) = 836.0

The geometry in ORCA input format:
```
! RIJCOSX wB97M-V def2-TZVPD def2/J DEFGRID3
* xyz 2 1
Y 0.5067 1.8640 2.2242
S 0.3478 -3.0035 1.1162
S 0.8846 -0.0651 -0.4033
F 0.8507 1.9169 4.3205
O -0.2523 2.7953 0.2148
N -0.3906 4.5734 -1.2008
N 0.4143 -1.6858 -2.4377
N 0.8175 4.1065 3.0010
N -1.3649 -3.1773 -0.9082
N -1.5996 2.7262 2.8453
N 1.8204 0.0094 2.7500
N -0.8554 0.1623 3.0117
N 2.6967 2.4886 1.4481
N -1.7318 2.7034 -1.4914
C 1.2706 -0.9618 3.3633
C -2.3046 -1.5953 4.4961
C -1.3514 4.1912 -3.4016
C -1.6392 -2.9334 -2.3221
C -0.4167 4.9102 3.1437
C -0.3316 -2.5712 -0.3277
C 3.0479 3.9136 1.7344
C -4.0024 2.2411 3.1466
C -0.9891 5.2288 -2.3615
C 1.2363 -0.8910 -3.3555
C -1.2039 -8.0287 -2.1582
C -0.9663 -1.8455 4.2396
C 2.2046 -1.8765 -5.4634
C 3.2264 0.3924 2.8573
C -0.1899 -7.2793 -1.5742
C 3.6561 1.3810 1.7526
C 4.0335 -3.3575 -3.9937
C -1.6960 4.1715 2.6410
C 3.1347 -2.5276 -3.3456
C 3.1110 -2.7039 -6.1147
C -1.7930 -5.6014 -0.9309
C -0.4820 -6.0720 -0.9608
C -2.8929 -0.4101 4.0664
C -2.5473 1.9000 3.0590
C -0.3178 -2.8052 -3.0387
C -2.1088 -4.2758 -0.2801
C 2.1418 4.7098 2.7403
C 0.3214 -1.4579 -1.1356
C -0.7651 3.3411 -0.7999
C 2.2147 -1.7824 -4.0793
C 1.9934 -2.0089 4.1479
C 0.6250 5.3201 -0.4872
C -0.2423 -0.9237 3.4889
C -2.2716 3.1722 -2.7672
C -2.5097 -7.5669 -2.1277
C -2.3005 1.4582 -1.0098
C -2.8019 -6.3529 -1.5189
C 4.0226 -3.4452 -5.3811
C -2.1162 0.4709 3.3325
H -0.4425 3.7066 -3.7639
H -0.3270 5.8491 2.5964
H -3.2695 3.5925 -2.6063
H 2.5126 2.4381 0.4509
H 0.3067 -5.4968 -0.4887
H 4.7472 -3.9338 -3.4202
H -0.4616 -2.5816 -4.0945
H 0.5747 -0.3905 -4.0675
H -4.2939 2.3866 4.1896
H -2.2453 -2.0308 -2.4477
H 0.2752 6.3401 -0.3220
H 1.7452 -0.1327 -2.7669
H -2.3849 2.3005 -3.4144
H -0.5005 -2.7335 4.6389
H 1.4902 -1.2997 -6.0398
H -1.8519 -4.2808 0.7757
H -4.6135 1.4360 2.7413
H -1.8037 4.3352 1.5659
H 3.9092 -0.4598 2.8184
H 3.7907 0.8189 0.8278
H -2.0015 1.2762 0.0175
H 0.2570 -3.7314 -2.9633
H -0.9749 -8.9737 -2.6321
H -2.5663 4.6095 3.1330
H -3.8247 -5.9939 -1.4971
H -2.1972 -3.7839 -2.7089
H 3.0271 -2.1000 3.8264
H 0.8289 -7.6432 -1.5890
H 1.9843 -1.7383 5.2070
H 2.0245 5.7231 2.3528
H 2.6776 4.8042 3.6860
H -1.9621 0.6192 -1.6223
H -1.8734 5.7972 -2.0553
H -1.8452 4.6596 -4.2513
H 0.8106 4.8493 0.4709
H 4.7262 -4.0918 -5.8875
H -0.5615 5.1682 4.1947
H 4.0776 3.9685 2.0900
H 4.6293 1.7903 2.0300
H 1.5539 5.3652 -1.0626
H -3.3886 1.5237 -1.0667
H -3.3027 -8.1481 -2.5785
H -0.2597 5.9367 -2.7530
H 3.0287 4.4345 0.7782
H -3.1731 -4.0526 -0.3833
H 0.9170 3.5957 3.8829
H -3.9122 -0.1756 4.3373
H 3.3374 0.8612 3.8402
H 1.5213 -2.9835 4.0407
H -4.2247 3.1571 2.6050
H 3.1444 -2.4562 -2.2627
H 3.1009 -2.7708 -7.1942
H -2.8806 -2.3023 5.0777
*
```

***

No. 3
This record from the Open Molecules 2025 dataset describes a 2-piece molecular cluster, C3H4OSi overall. The level of theory is the ωB97M-V functional and the def2-TZVPD basis.

Values from the calculation:
- Kohn-Sham gap (eV) = 11.542
- energy above the lowest of the compared OMol25 structures with the same formula, charge and spin (kcal per mole) = 23.59
- molar mass (g mol⁻¹) = 84.1

The geometry in ORCA input format:
```
! RIJCOSX wB97M-V def2-TZVPD def2/J DEFGRID3
* xyz 0 1
Si -1.5089 0.5943 0.4798
O 2.5068 -2.9932 -1.4668
C 1.7616 -3.5919 -0.8717
C 0.1407 1.1187 0.0160
C 1.2131 1.6455 -0.1135
H -1.8857 -0.7825 0.0785
H 2.0748 2.1927 0.1656
H -2.4809 1.5616 -0.1417
H -1.8214 0.2548 1.8538
*
```

***

No. 4
This record from the Open Molecules 2025 dataset describes C10H30CrHg2O14S2 as an isolated structure. The level of theory is the ωB97M-V functional and the def2-TZVPD basis.

Values from the calculation:
- <S²> = 6.0067
- Kohn-Sham gap (alpha / beta) (eV) = 6.038 / 6.092
- energy above the lowest of the compared OMol25 structures with the same formula, charge and spin (kcal per mole) = 11.80
- molar mass (g mol⁻¹) = 891.6

The geometry in ORCA input format:
```
! RIJCOSX wB97M-V def2-TZVPD def2/J DEFGRID3
* xyz 0 5
Hg 17.2752 -19.2090 -30.4273
Hg 18.6148 -22.1817 -28.4390
Cr 19.1146 -18.4794 -27.4772
S 17.4924 -22.0628 -31.1543
S 19.8153 -21.0507 -25.4225
O 21.2103 -21.0029 -24.9883
O 16.3721 -21.1200 -31.2576
O 19.5496 -19.7440 -26.0041
O 20.8042 -19.3094 -28.5293
O 18.8751 -21.3720 -24.3533
O 17.8976 -19.9869 -28.3075
O 19.6742 -21.9427 -26.5334
O 18.4423 -17.3180 -29.2868
O 16.7472 -22.9335 -26.8454
O 17.4855 -17.7925 -26.1620
O 15.3013 -19.3702 -29.0836
O 17.3031 -23.0229 -30.1118
O 17.7983 -22.6430 -32.4602
O 18.5219 -21.1868 -30.6325
C 17.4324 -15.1103 -29.2672
C 15.8866 -16.1970 -25.6835
C 14.9742 -21.3736 -26.5404
C 15.4042 -22.7454 -27.1078
C 17.3129 -16.4875 -25.5736
C 22.3837 -18.2032 -29.7608
C 18.2407 -16.1377 -29.9655
C 21.1566 -19.0418 -29.8751
C 13.6223 -17.6712 -28.6692
C 14.9389 -18.2514 -28.3173
H 15.7833 -17.5637 -28.2709
H 21.5933 -19.7142 -28.1617
H 15.7146 -20.6045 -26.7601
H 21.4126 -19.9050 -30.4894
H 15.6164 -16.0626 -26.7309
H 17.6418 -16.6755 -24.5516
H 16.7852 -23.2523 -25.9407
H 14.0027 -21.0569 -26.9199
H 17.6428 -16.3038 -30.8616
H 19.2361 -15.7380 -30.1594
H 16.4105 -15.4811 -29.1884
H 13.7191 -16.6466 -28.3102
H 17.9241 -15.7442 -26.0856
H 15.0090 -21.4695 -25.4552
H 15.2339 -17.0029 -25.3480
H 14.5323 -19.8951 -29.3174
H 14.8160 -23.5792 -26.7245
H 13.3234 -17.7612 -29.7136
H 17.3917 -14.2712 -29.9616
H 20.4430 -18.5440 -30.5317
H 17.6561 -14.7794 -28.2530
H 17.0580 -18.3950 -25.5489
H 22.6106 -17.6533 -30.6742
H 14.9038 -18.5615 -27.2730
H 15.6156 -15.3015 -25.1243
H 16.9914 -20.1013 -27.9608
H 12.7318 -18.0600 -28.1752
H 22.3886 -17.5229 -28.9092
H 15.4274 -22.7418 -28.1975
H 23.2865 -18.7963 -29.9068
*
```

***

No. 5
This record from the Open Molecules 2025 dataset describes a 2-piece molecular cluster, C2H6O2 overall. The level of theory is the ωB97M-V functional and the def2-TZVPD basis.

Values from the calculation:
- Kohn-Sham gap (eV) = 10.109
- energy above the lowest of the compared OMol25 structures with the same formula, charge and spin (kcal per mole) = 43.76
- molar mass (g mol⁻¹) = 62.1

The geometry in ORCA input format:
```
! RIJCOSX wB97M-V def2-TZVPD def2/J DEFGRID3
* xyz 0 1
O -0.0765 1.2731 -2.5950
O 1.3814 0.2002 0.7858
C 0.3678 -0.3493 1.4204
C -0.7313 -0.9527 0.8111
H -0.4390 1.0778 -1.6842
H 2.2348 -0.2155 0.8855
H -0.9835 -0.6824 -0.2995
H 0.4907 -0.1043 2.4520
H -1.4541 -1.4926 1.4435
H -0.7903 1.2457 -3.2196
*
```

***

No. 6
This record from the Open Molecules 2025 dataset describes a 2-piece molecular cluster, C14H24N2O7 overall. The level of theory is the ωB97M-V functional and the def2-TZVPD basis.

Values from the calculation:
- Kohn-Sham gap (eV) = 6.960
- energy above the lowest of the compared OMol25 structures with the same formula, charge and spin (kcal per mole) = 44.27
- molar mass (g mol⁻¹) = 332.4

The geometry in ORCA input format:
```
! RIJCOSX wB97M-V def2-TZVPD def2/J DEFGRID3
* xyz 0 1
O -2.9495 0.5496 3.4782
O -0.5029 -0.7802 3.0709
O 0.4278 0.4458 0.9172
O -2.3115 1.1581 -0.1460
O 4.9222 -0.7438 0.5531
O 3.2845 0.8566 -2.9009
O -4.1278 0.0623 0.9044
N 3.3171 0.7967 0.9267
N 3.6545 -1.1733 -2.0031
C 4.0129 1.5364 1.9764
C -0.6470 -0.4688 0.6686
C -6.1162 -0.4089 -0.2032
C -7.1167 -1.2340 -0.4139
C -5.1035 0.4013 0.0037
C 3.8291 -0.2390 -2.9361
C -3.1072 1.0608 1.0480
C -2.2069 0.7246 2.2537
C -1.5869 -0.0395 -0.4814
C 2.9245 -0.9301 -0.7579
C -0.8109 0.2049 -1.7751
C -1.4219 -0.5669 1.9854
C 3.8141 -0.2736 0.2996
C 4.7521 -0.5899 -4.0787
H -0.2290 -1.4520 0.4286
H 2.4014 1.1186 0.6342
H -1.5010 0.4576 -2.5856
H -7.7997 -1.0847 -1.2441
H -0.1048 1.0319 -1.6496
H -0.2520 -0.6909 -2.0609
H -1.5031 1.5550 2.3751
H -2.1287 -1.4028 1.9219
H 4.4101 -1.5062 -4.5550
H 2.5570 -1.8726 -0.3543
H -3.6462 1.2250 3.5587
H 0.7189 0.2697 1.8368
H 5.7606 -0.7223 -3.6918
H 3.4774 2.4597 2.2029
H -2.3002 -0.8510 -0.6645
H 5.0243 1.7799 1.6434
H -3.5780 2.0321 1.2315
H 2.0676 -0.2865 -0.9594
H 4.0788 0.9223 2.8766
H -7.2704 -2.0954 0.2285
H -5.0273 1.3113 -0.5875
H 4.1793 -2.0287 -2.0812
H 4.7431 0.2245 -4.8017
H -1.0080 -0.7436 3.9076
*
```

***

Number 1 is which compound? C4H3I3N2